{"formula": "C24H15Cl2MoN4O5S2", "method": "ωB97M-V/def2-TZVPD", "symbols": ["Mo", "Cl", "C", "C", "C", "C", "C", "Cl", "C", "S", "H", "H", "H", "O", "N", "C", "C", "C", "C", "C", "S", "H", "H", "H", "H", "O", "C", "O", "C", "C", "C", "C", "C", "C", "N", "O", "O", "H", "H", "H", "H", "N", "C", "C", "C", "C", "C", "N", "C", "H", "H", "H", "H"], "positions_angstrom": [[0.317, -0.086, 0.127], [1.633, 1.914, 2.852], [2.718, 0.629, 3.276], [3.160, 0.584, 4.586], [3.982, -0.450, 4.996], [4.355, -1.431, 4.096], [3.912, -1.362, 2.785], [4.423, -2.632, 1.712], [3.081, -0.332, 2.323], [2.628, -0.279, 0.612], [2.839, 1.349, 5.280], [4.320, -0.498, 6.023], [4.983, -2.257, 4.398], [0.803, 0.137, -1.811], [0.578, 1.331, -2.410], [0.831, 1.381, -3.736], [0.652, 2.539, -4.433], [0.205, 3.675, -3.748], [-0.040, 3.596, -2.402], [0.150, 2.396, -1.702], [-0.130, 2.224, -0.002], [1.174, 0.449, -4.157], [0.858, 2.557, -5.493], [0.054, 4.606, -4.277], [-0.386, 4.450, -1.836], [-3.783, -0.378, 0.025], [-2.681, -0.451, 0.512], [-1.585, -0.651, -0.173], [-2.504, -0.367, 2.015], [-3.645, -0.224, 2.798], [-3.572, -0.219, 4.181], [-2.350, -0.398, 4.811], [-1.228, -0.560, 4.025], [-1.277, -0.516, 2.641], [0.052, -0.858, 4.679], [0.237, -0.427, 5.795], [0.845, -1.537, 4.055], [-4.591, -0.120, 2.283], [-4.470, -0.097, 4.771], [-2.252, -0.428, 5.888], [-0.304, -0.580, 2.160], [2.194, -5.928, 2.609], [1.723, -5.285, 1.781], [1.122, -4.504, 0.735], [0.654, -5.105, -0.428], [0.071, -4.304, -1.391], [-0.017, -2.942, -1.166], [0.450, -2.361, -0.057], [1.003, -3.128, 0.882], [0.746, -6.174, -0.563], [-0.314, -4.724, -2.309], [-0.478, -2.278, -1.884], [1.360, -2.639, 1.778]], "forces_ev_per_a": [[-0.1983, 0.3345, -0.0177], [-0.0016, 0.0235, 0.0107], [0.0705, -0.1035, 0.0055], [-0.0193, 0.0277, 0.0242], [0.0051, 0.0050, 0.0381], [0.0256, -0.0212, 0.0091], [-0.0539, 0.0541, -0.0130], [0.0067, 0.0005, -0.0030], [-0.0025, 0.0178, -0.0010], [0.0763, 0.0103, 0.0883], [0.0065, -0.0208, -0.0264], [-0.0075, 0.0003, -0.0300], [-0.0155, 0.0223, -0.0197], [0.0288, -0.0657, -0.1142], [-0.0102, 0.1048, 0.0096], [0.0054, -0.0214, 0.0039], [0.0134, -0.0213, -0.0327], [-0.0100, -0.0035, 0.0393], [-0.0067, 0.0713, -0.0455], [-0.0028, -0.1374, 0.1438], [-0.0187, 0.0051, -0.1419], [0.0056, -0.0181, 0.0067], [-0.0045, -0.0044, 0.0193], [-0.0002, -0.0026, 0.0134], [0.0092, -0.0156, -0.0062], [0.0102, -0.0082, -0.0298], [0.0606, 0.1274, 0.1215], [0.0533, -0.0814, -0.0196], [-0.0171, -0.1136, -0.0524], [-0.0409, 0.0071, 0.0212], [-0.0136, 0.0076, 0.0063], [-0.0061, 0.0121, 0.0627], [-0.0744, 0.0303, -0.0620], [-0.0565, 0.1997, 0.2230], [0.0647, 0.0823, -0.0777], [-0.0507, 0.0121, 0.1185], [-0.0009, -0.0543, -0.0902], [0.0117, -0.0007, 0.0111], [0.0245, -0.0061, -0.0066], [-0.0202, -0.0029, -0.0255], [0.1233, -0.3896, -0.1380], [-0.0542, 0.0746, -0.0940], [0.0401, -0.0645, 0.0779], [0.0046, -0.0233, 0.0253], [0.0023, 0.0117, -0.0106], [-0.0137, -0.0376, -0.0206], [-0.0182, 0.0584, 0.0086], [0.0455, -0.1154, -0.0464], [-0.0001, -0.0092, 0.0336], [-0.0025, -0.0004, 0.0037], [0.0042, 0.0109, 0.0112], [0.0074, 0.0065, -0.0117], [0.0153, 0.0247, -0.0002]], "mulliken_charge": [-0.025, -0.150, 0.803, -0.779, -0.410, -0.848, 0.514, -0.180, -0.243, -0.240, 0.436, 0.377, 0.430, -0.551, 0.419, -0.216, -0.764, -0.090, -0.938, 0.850, -0.385, 0.464, 0.401, 0.388, 0.418, -0.674, 0.042, -0.435, 0.747, -0.753, -0.599, -0.666, -0.535, 1.387, 0.950, -0.601, -0.458, 0.529, 0.394, 0.507, 0.152, -0.527, -0.173, -0.147, -0.225, -0.928, -0.379, 0.643, -0.061, 0.518, 0.411, 0.433, 0.767], "de_lowest_kj_mol": 41.68, "lumo_energy_ha": [-0.01823, -0.01874], "s_squared": 0.76, "total_charge": 0, "gap_ev": [7.201, 7.097], "spin_multiplicity": 2}

=====

{"formula": "C24H15Cl6NO5OsSe", "method": "ωB97M-V/def2-TZVPD", "symbols": ["Os", "Cl", "C", "C", "Cl", "C", "Cl", "C", "O", "C", "Cl", "C", "Cl", "Se", "C", "N", "C", "C", "C", "C", "C", "C", "C", "C", "C", "C", "O", "O", "H", "H", "H", "H", "H", "H", "H", "H", "H", "H", "H", "Cl", "C", "C", "C", "C", "C", "C", "C", "O", "O", "H", "H", "H", "H"], "positions_angstrom": [[0.117, 0.582, 0.086], [-4.430, -5.410, -1.653], [-3.341, -4.155, -1.209], [-2.153, -3.975, -1.911], [-1.764, -5.005, -3.230], [-1.273, -2.962, -1.545], [0.217, -2.752, -2.379], [-1.565, -2.111, -0.487], [-0.700, -1.148, -0.124], [-2.752, -2.303, 0.215], [-3.099, -1.244, 1.520], [-3.636, -3.314, -0.141], [-5.092, -3.519, 0.746], [2.918, 4.271, -0.706], [1.753, 3.111, -0.220], [0.933, 2.303, 0.113], [5.626, 1.266, 2.575], [4.118, 1.271, 2.684], [3.402, 0.091, 2.771], [2.009, 0.080, 2.867], [1.285, -1.251, 2.972], [1.337, 1.304, 2.891], [2.038, 2.520, 2.846], [1.314, 3.844, 2.899], [3.418, 2.478, 2.727], [-0.160, 1.336, 2.917], [-0.822, 1.808, 3.792], [-0.758, 0.885, 1.770], [6.000, 0.281, 2.292], [6.084, 1.536, 3.531], [5.969, 1.992, 1.833], [3.932, -0.859, 2.752], [1.923, -1.981, 3.469], [1.039, -1.669, 1.995], [0.357, -1.170, 3.538], [0.511, 3.894, 2.158], [2.006, 4.665, 2.709], [0.849, 3.993, 3.876], [3.970, 3.415, 2.666], [6.114, 0.389, -5.971], [4.941, 0.289, -4.697], [5.368, 0.044, -3.401], [4.430, -0.035, -2.386], [3.081, 0.136, -2.668], [2.664, 0.385, -3.973], [3.597, 0.458, -4.997], [2.115, 0.095, -1.549], [2.438, -0.199, -0.392], [0.867, 0.430, -1.780], [6.424, -0.082, -3.197], [4.736, -0.223, -1.363], [1.609, 0.520, -4.180], [3.291, 0.648, -6.018]], "forces_ev_per_a": [[-0.2250, -0.6577, -0.0567], [0.0557, 0.0699, 0.0196], [-0.0600, -0.0844, -0.0298], [0.0752, -0.0482, -0.0965], [-0.0204, 0.0037, 0.0260], [0.2654, -0.1336, -0.2778], [-0.0048, 0.0099, 0.0028], [0.5917, 0.7308, 0.2779], [-0.4533, -0.4492, -0.1106], [-0.2159, 0.1747, 0.2571], [0.0140, -0.0093, -0.0035], [-0.0960, 0.0099, 0.0832], [0.0173, -0.0173, -0.0358], [0.0855, 0.0933, 0.0159], [-0.8630, -0.7633, 0.1463], [0.8963, 1.2298, -0.4781], [-0.1665, 0.0490, -0.0014], [0.1888, 0.0119, 0.0007], [-0.0614, -0.1883, -0.0264], [0.0312, -0.1460, -0.0103], [0.0917, 0.2028, 0.0204], [0.1455, -0.3344, 0.0108], [-0.0241, 0.1214, 0.1437], [0.0160, -0.0569, 0.0511], [-0.0244, 0.1343, 0.0411], [-0.1539, 0.6454, -0.4310], [-0.0677, -0.2053, 0.1828], [0.3557, -0.2790, 0.3153], [-0.0337, 0.0317, 0.0128], [-0.0336, -0.0143, -0.0413], [-0.0486, -0.0524, 0.0433], [-0.0655, 0.1143, 0.0078], [-0.0114, 0.0278, 0.0361], [0.0025, 0.0341, -0.1019], [-0.0034, 0.0226, 0.0046], [0.0682, -0.0083, 0.0868], [-0.0408, -0.0644, 0.0119], [0.0421, -0.0210, -0.0302], [-0.0988, -0.1312, -0.0048], [-0.0510, -0.0030, 0.0447], [-0.0090, 0.0013, -0.0327], [0.0611, -0.0293, 0.0975], [0.1738, -0.0573, 0.0414], [-0.1497, 0.0045, -0.0008], [-0.0108, -0.0036, -0.0272], [-0.1197, 0.0032, 0.0176], [-0.4022, 0.0924, -0.3418], [-0.1476, -0.0036, 0.2868], [0.5009, -0.0795, -0.1473], [-0.0742, 0.0087, -0.0080], [-0.0176, 0.0244, -0.0797], [0.0618, 0.0027, 0.0076], [0.0135, -0.0138, 0.0804]], "mulliken_charge": [1.490, -0.177, 0.227, 0.086, -0.176, 0.473, -0.155, -0.668, -0.287, 0.442, -0.143, 0.130, -0.174, -0.065, 0.411, -0.601, -1.717, 0.508, -0.644, 1.128, -1.614, 0.590, 0.473, -1.693, -0.447, 0.085, -0.574, -0.507, 0.361, 0.367, 0.389, 0.380, 0.510, 0.209, 0.327, 0.376, 0.352, 0.388, 0.410, -0.207, 0.450, -0.742, -0.277, -0.136, -0.193, -0.790, 1.014, -0.628, -0.767, 0.413, 0.493, 0.485, 0.414], "lumo_energy_ha": [-0.00743, -0.10865], "s_squared": 6.03, "total_charge": 0, "gap_ev": [8.775, 5.981], "spin_multiplicity": 5}

=====

Number 1: largest force on an atom 0.4 eV Å⁻¹. Number 2: largest force on an atom 1.6 eV Å⁻¹.